Record 1
Entry from the Open Molecules 2025 dataset: a molecular structure, C31H37N6O4S2SbSe4Ti (the ωB97M-V functional and the def2-TZVPD basis).

CARTESIAN COORDINATES (ANGSTROEM)
Sb  3.8569  -3.3750  -0.9159
Se  3.9713  -3.5044  1.4314
Se  3.8812  -0.9576  -1.6635
Se  1.7770  -2.0525  -2.0649
Se  4.4249  -4.9949  -2.5122
Ti  -0.1466  -0.9313  -0.4323
S  0.7471  0.7923  -2.0544
S  -3.0585  -0.1438  -0.9758
O  1.1984  -1.0134  0.8970
O  -0.6814  0.7514  0.4239
O  -1.3519  -1.5874  1.1421
O  3.6894  -0.3137  4.7374
N  -0.2489  2.8165  -0.5072
N  -1.2593  -1.9336  -2.0497
N  -0.1164  -3.3084  -0.2570
N  -2.6876  0.9297  -3.3786
N  -1.6268  -1.0477  -3.0261
N  1.3919  3.3418  -1.9699
C  -1.8654  2.6019  1.2349
C  -1.7671  -3.7648  -3.5895
C  1.3323  -0.8197  5.0198
C  -3.6369  2.3131  2.8375
C  -2.2272  0.9800  -4.7557
C  0.2079  -6.0466  -0.3464
C  -0.5935  -4.0114  -1.2942
C  -2.4395  -1.8376  3.1951
C  -2.4168  -0.1105  -2.5538
C  1.1935  -0.9510  2.2163
C  -0.4418  -5.3826  -1.3771
C  0.6659  -5.3242  0.7370
C  0.4794  -3.9488  0.7396
C  -3.7227  3.6903  2.9917
C  2.0313  4.8722  -0.0948
C  2.4750  -0.5991  4.2293
C  -2.7096  1.7696  1.9640
C  -1.9589  3.9827  1.3853
C  2.3462  3.0707  -3.0425
C  -2.8838  4.5244  2.2643
C  -1.2244  -3.1855  -2.3306
C  0.6114  2.3924  -1.4363
C  0.0290  -1.1762  2.9998
C  1.3388  4.7121  -1.4419
C  2.3986  -0.6676  2.8491
C  3.8391  -0.2606  6.1492
C  -1.2207  -1.5204  2.3745
C  -0.8676  1.9995  0.3111
C  0.1456  -1.1040  4.3965
C  -3.0621  0.1349  -5.7091
C  3.7630  2.8586  -2.5251
H  -1.2983  4.6173  0.8108
H  -2.2334  2.0261  -5.0668
H  3.2236  0.5280  6.5863
H  0.8608  -3.3416  1.5481
H  0.2945  5.0070  -1.3600
H  2.3082  3.9192  -3.7273
H  -4.1022  0.4675  -5.7136
H  -2.6460  0.7017  1.8078
H  -2.3045  -4.6917  -3.3823
H  -3.0351  -0.9117  -5.4034
H  -4.3024  1.6638  3.3929
H  4.1783  3.7773  -2.1070
H  3.0805  4.5801  -0.1521
H  1.1991  -5.7911  1.5526
H  4.4140  2.5337  -3.3383
H  -2.6753  0.2057  -6.7275
H  0.3631  -7.1164  -0.4003
H  -2.4282  -3.0456  -4.0609
H  4.8859  -0.0395  6.3308
H  -2.9521  5.5983  2.3816
H  -3.4340  1.5346  -3.0778
H  1.5407  4.2576  0.6588
H  2.0113  2.1972  -3.5950
H  -2.6691  -1.0147  3.8740
H  1.8099  5.3510  -2.1886
H  -1.1911  0.6430  -4.7666
H  1.3772  -0.7695  6.0964
H  3.5891  -1.2175  6.6116
H  1.9836  5.9141  0.2278
H  -3.2729  -2.0015  2.5172
H  3.2855  -0.5238  2.2473
H  -2.2744  -2.7313  3.7997
H  -0.7319  -1.2769  5.0065
H  -0.8023  -5.9222  -2.2414
H  -4.4468  4.1136  3.6763
H  3.7709  2.0875  -1.7534
H  -0.9559  -3.9890  -4.2869

Output
**Orbital gap**: 6.75 eV
**Multiplicity**: 1

***

Record 2
Entry from the Open Molecules 2025 dataset: a molecular structure, C31H37N9O2PTi (the ωB97M-V functional and the def2-TZVPD basis).

CARTESIAN COORDINATES (ANGSTROEM)
Ti  0.1807  -1.4697  0.9474
P  -0.3561  1.0614  -1.6556
O  0.9835  -2.2927  -0.8476
O  -1.1005  -1.7591  -0.6082
N  1.9344  -0.0817  0.6192
N  -1.6784  -0.9063  1.9667
N  -0.4795  -3.5702  1.5120
N  3.6209  -3.4589  2.9188
N  0.2734  0.5931  2.8973
N  -2.2718  1.8046  1.3938
N  1.8642  -2.5144  2.0823
N  -1.1465  -6.2348  1.9124
N  2.7103  -4.4400  2.8764
C  -0.3317  -0.1202  -3.0619
C  1.1612  2.0459  -1.9258
C  -0.4214  1.9009  3.0229
C  -1.6364  3.3659  -2.7534
C  3.4680  2.1891  -2.6412
C  1.6679  -3.8445  2.3659
C  3.6004  3.4172  -2.0119
C  -4.1647  2.3426  -2.2050
C  1.3112  3.2806  -1.2823
C  -1.6201  -0.8553  3.4446
C  2.2442  1.0508  1.5282
C  -1.0155  2.4773  1.7443
C  -0.1639  -1.4841  -2.8003
C  -2.0010  -5.3792  1.3690
C  0.0423  -5.7671  2.2629
C  3.1259  -2.3212  2.4411
C  -1.7591  2.1327  -2.1160
C  -4.0339  3.5773  -2.8269
C  -2.7723  4.0848  -3.1011
C  0.3804  -4.4369  2.0581
C  -0.0414  -2.4121  -3.8304
C  -0.2337  -0.3775  3.8742
C  -1.6789  -4.0414  1.1794
C  -0.1248  -1.9777  -5.1410
C  -0.3090  -0.6275  -5.4199
C  -0.4021  0.2939  -4.3907
C  -0.0954  -1.9108  -1.3865
C  -3.0334  1.6260  -1.8461
C  2.5158  3.9637  -1.3355
C  2.2572  1.5064  -2.6021
C  1.7252  0.7658  2.9295
H  -5.1482  1.9372  -2.0053
H  -1.8944  0.0612  1.6320
H  -2.9697  -5.7628  1.0742
H  4.3031  1.7648  -3.1839
H  -0.2735  0.0177  4.8955
H  -0.5316  1.3456  -4.6173
H  -2.4843  -1.4575  1.6841
H  2.0347  1.5752  3.5980
H  -1.8123  -1.8404  3.8677
H  -3.1342  0.6541  -1.3725
H  2.6079  4.9304  -0.8567
H  -1.1495  3.5535  1.8882
H  0.4707  3.7258  -0.7601
H  -4.9158  4.1393  -3.1040
H  2.1704  -0.1447  3.3267
H  3.3128  1.2721  1.5409
H  -0.3245  2.3478  0.9112
H  4.5384  3.9541  -2.0574
H  0.7510  -6.4566  2.7061
H  -2.5094  1.9902  0.4235
H  4.5475  -3.6440  3.2770
H  2.1639  0.5576  -3.1176
H  0.2745  2.6270  3.4512
H  -0.3734  -0.2925  -6.4466
H  -2.6702  5.0415  -3.5971
H  -0.6583  3.7645  -2.9898
H  1.7484  1.9307  1.1236
H  0.4487  -1.2290  3.8869
H  -2.3673  -3.3592  0.7034
H  -1.2337  1.8006  3.7472
H  -0.0467  -2.6923  -5.9495
H  0.1027  -3.4610  -3.6051
H  3.6985  -1.4102  2.3817
H  2.7324  -0.7063  0.5454
H  -2.3994  -0.1895  3.8196
H  1.8319  0.2852  -0.3281
H  -3.0370  2.1734  1.9498

Output
**Net charge**: +2
**Orbital gap (spin up / spin down)**: 7.40 / 7.17 eV
**Multiplicity**: 2

***

Record 3
Entry from the Open Molecules 2025 dataset: a molecular structure, C31H38N10O2SW (the ωB97M-V functional and the def2-TZVPD basis).

CARTESIAN COORDINATES (ANGSTROEM)
W  0.5882  0.3452  -0.0545
S  -1.3017  -1.8682  1.6772
O  1.5873  4.1706  -6.6710
O  -0.4120  4.1558  -5.8549
N  0.2906  2.2260  -1.1982
N  0.0102  -1.0123  -1.6024
N  0.7764  3.9002  -5.8301
N  2.3854  0.6245  -1.5481
N  -2.2788  -3.6745  3.4387
N  -1.5033  0.4212  -0.2598
N  1.7939  -1.5521  0.2592
N  -0.1987  1.3638  1.6414
N  2.3292  0.7368  1.3272
N  -0.7421  -2.3930  4.3047
C  0.5153  3.1575  -3.4230
C  2.6345  -0.4277  2.2502
C  4.0130  0.8253  -3.8224
C  0.8866  -2.1883  -1.8571
C  -3.4243  0.0871  -1.6228
C  -1.4649  1.5165  1.8010
C  -2.0791  -0.0754  -1.3676
C  -0.4705  4.1178  -3.1049
C  -2.1890  -4.1576  4.8351
C  -1.1517  -3.2126  5.4680
C  1.2506  -2.7227  -0.4858
C  3.5949  0.0653  -1.6104
C  -1.6505  -1.7685  -3.2698
C  -3.1692  -4.3359  2.4874
C  2.1696  -1.7740  1.6771
C  -4.2085  0.7510  -0.6868
C  0.8894  2.2587  -2.4279
C  1.2399  3.1018  -4.6697
C  2.0249  1.4049  -2.6048
C  -0.5944  3.1800  -0.9199
C  2.0856  1.9970  2.0939
C  -2.2578  1.0290  0.6584
C  2.7880  1.5111  -3.7637
C  -1.1652  -0.9530  -2.1258
C  -1.4565  -2.6751  3.2028
C  -2.0868  2.1575  2.9881
C  -3.6148  1.2072  0.4815
C  2.3328  2.3516  -4.8367
C  0.7111  1.9000  2.6841
C  -0.9866  4.1464  -1.8352
C  4.4394  0.1380  -2.7135
H  3.1600  0.9145  0.7699
H  -1.5825  -2.5879  6.2458
H  -0.2410  -1.5293  4.3963
H  -1.6968  4.9063  -1.5384
H  0.3773  -3.0924  0.0437
H  0.3636  -2.9497  -2.4241
H  -4.1273  -4.5096  2.9731
H  2.8477  2.1433  2.8584
H  -2.7510  -5.2934  2.1794
H  1.7608  -1.8803  -2.4287
H  -0.8423  -2.1036  -3.9122
H  0.3805  2.8796  3.0215
H  -1.9549  3.2454  2.9520
H  -0.3007  -3.7471  5.8768
H  -2.3484  -1.1881  -3.8740
H  -1.6215  1.8040  3.9086
H  2.1459  -0.2409  3.2014
H  2.8813  2.4006  -5.7705
H  2.9645  -2.5173  1.7350
H  -3.1515  1.9524  3.0490
H  1.2969  -2.1539  2.1971
H  -3.1676  -4.0961  5.3043
H  3.7059  -0.4163  2.4404
H  -0.7888  4.8358  -3.8464
H  0.6764  1.2324  3.5450
H  -5.2700  0.8867  -0.8555
H  4.6285  0.8855  -4.7131
H  -1.0060  3.1916  0.0767
H  -2.1966  -2.6447  -2.9022
H  3.9698  -0.4601  -0.7386
H  2.1486  2.8250  1.3898
H  -4.2080  1.6965  1.2431
H  -3.3142  -3.7008  1.6207
H  5.4068  -0.3452  -2.6779
H  1.9969  -3.5147  -0.5558
H  2.6620  -1.3661  -0.2204
H  -3.8664  -0.3223  -2.5221
H  -1.8679  -5.1966  4.8430

Output
**Net charge**: +4
**Orbital gap (spin up / spin down)**: 6.36 / 5.43 eV
**Multiplicity**: 3